Formula: C78H172N8O14
Source: the Open Molecules 2025 dataset
Level of theory: ωB97M-V with the def2-TZVPD basis set

Bonds (Å) are listed after each position.
Cartesian coordinates (Å):
1 C 0.74 1.74 5.23  C2 1.509, O4 1.428, H5 1.101, H6 1.115
2 C 1.47 1.16 6.41  C1 1.509, O3 1.452, H7 1.094, H8 1.117
3 O 2.56 0.30 5.97  C2 1.452, H9 0.950
4 O 0.27 0.68 4.40  C1 1.428, H10 1.003
5 H 1.50 2.33 4.70  C1 1.101
6 H -0.11 2.38 5.59  C1 1.115
7 H 0.76 0.62 7.05  C2 1.094
8 H 1.86 2.04 6.99  C2 1.117
9 H 2.33 -0.21 5.20  O3 0.950
10 H 0.42 0.84 3.42  O4 1.003
11 C -0.40 -3.78 5.16  C12 1.471, O14 1.466, H15 1.090, H16 1.066
12 C 0.63 -2.74 5.31  C11 1.471, O13 1.389, H17 1.082, H18 1.087
13 O 0.68 -1.93 4.19  C12 1.389, H19 0.958
14 O -1.76 -3.23 5.11  C11 1.466, H20 0.932
15 H -0.39 -4.43 6.04  C11 1.090
16 H -0.17 -4.40 4.33  C11 1.066
17 H 1.53 -3.34 5.35  C12 1.082
18 H 0.61 -2.18 6.24  C12 1.087
19 H 0.09 -1.19 4.36  O13 0.958
20 H -1.98 -2.99 4.24  O14 0.932
21 C -0.35 3.45 -0.10  O22 1.386, H23 1.089, H24 1.153, H25 1.143
22 O 0.17 3.77 -1.35  C21 1.386, H26 0.954
23 H 0.48 3.12 0.52  C21 1.089
24 H -0.81 4.38 0.40  C21 1.153
25 H -1.15 2.63 -0.13  C21 1.143
26 H -0.56 3.88 -1.96  O22 0.954
27 C -0.67 -0.16 1.45  O28 1.450, H29 1.141, H30 1.122, H31 1.035
28 O 0.48 0.73 1.53  C27 1.450, H32 1.002
29 H -0.61 -0.87 2.34  C27 1.141
30 H -1.63 0.36 1.71  C27 1.122
31 H -0.75 -0.70 0.57  C27 1.035
32 H 1.25 0.31 1.05  O28 1.002
33 C 6.49 9.04 2.57  C34 1.556, H44 1.074, H45 1.105, H46 1.052
34 C 5.21 8.15 2.57  C33 1.556, C35 1.526, N39 1.536, C43 1.550
35 C 4.05 9.10 2.84  C34 1.526, C36 1.553, H47 1.057, H48 1.129
36 C 2.65 8.81 2.23  C35 1.553, C37 1.524, H49 1.138, H50 1.122
37 C 2.87 8.25 0.83  C36 1.524, C38 1.481, H51 1.097, H52 1.052
38 C 3.75 7.07 0.68  C37 1.481, N39 1.489, C41 1.526, C42 1.474
39 N 5.06 7.63 1.13  C34 1.536, C38 1.489, O40 1.379
40 O 6.09 6.75 0.88  N39 1.379, H62 0.955
41 C 3.38 5.83 1.49  C38 1.526, H53 1.094, H54 1.069, H55 1.060
42 C 3.91 6.74 -0.74  C38 1.474, H56 1.122, H57 1.069, H58 1.099
43 C 5.38 6.99 3.59  C34 1.550, H59 1.088, H60 1.094, H61 1.034
44 H 6.51 9.46 3.56  C33 1.074
45 H 6.41 9.84 1.81  C33 1.105
46 H 7.32 8.41 2.47  C33 1.052
47 H 4.04 9.05 3.90  C35 1.057
48 H 4.38 10.13 2.52  C35 1.129
49 H 2.03 9.77 2.18  C36 1.138
50 H 2.13 8.11 2.93  C36 1.122
51 H 3.27 9.03 0.17  C37 1.097
52 H 1.90 8.01 0.49  C37 1.052
53 H 2.69 5.19 0.92  C41 1.094
54 H 4.22 5.17 1.59  C41 1.069
55 H 3.02 6.06 2.46  C41 1.060
56 H 4.35 7.63 -1.28  C42 1.122
57 H 4.59 5.92 -0.84  C42 1.069
58 H 2.94 6.41 -1.14  C42 1.099
59 H 5.91 7.28 4.49  C43 1.088
60 H 6.10 6.32 3.11  C43 1.094
61 H 4.48 6.59 3.90  C43 1.034
62 H 6.58 7.16 0.17  O40 0.955
63 C 1.92 0.58 -1.48  C64 1.532, H74 1.072, H75 1.115, H76 1.100
64 C 3.25 0.36 -0.74  C63 1.532, C65 1.539, N69 1.441, C73 1.538
65 C 3.74 1.70 -0.16  C64 1.539, C66 1.448, H77 1.110, H78 1.129
66 C 4.85 1.52 0.75  C65 1.448, C67 1.552, H79 1.148, H80 1.072
67 C 4.41 0.62 1.94  C66 1.552, C68 1.541, H81 1.079, H82 1.095
68 C 3.95 -0.77 1.48  C67 1.541, N69 1.480, C71 1.527, C72 1.583
69 N 3.00 -0.52 0.37  C64 1.441, C68 1.480, O70 1.456
70 O 2.27 -1.67 -0.14  N69 1.456, H92 1.007
71 C 5.13 -1.62 1.02  C68 1.527, H83 1.050, H84 1.082, H85 1.165
72 C 3.17 -1.47 2.66  C68 1.583, H86 1.102, H87 1.097, H88 1.121
73 C 4.26 -0.22 -1.74  C64 1.538, H89 1.086, H90 1.064, H91 1.113
74 H 1.08 0.85 -0.87  C63 1.072
75 H 1.63 -0.28 -2.12  C63 1.115
76 H 2.03 1.45 -2.14  C63 1.100
77 H 3.96 2.33 -1.05  C65 1.110
78 H 2.86 2.20 0.33  C65 1.129
79 H 5.15 2.48 1.30  C66 1.148
80 H 5.75 1.13 0.31  C66 1.072
81 H 3.65 1.14 2.51  C67 1.079
82 H 5.28 0.51 2.60  C67 1.095
83 H 5.70 -1.94 1.84  C71 1.050
84 H 4.81 -2.43 0.38  C71 1.082
85 H 5.82 -0.92 0.38  C71 1.165
86 H 2.73 -0.71 3.32  C72 1.102
87 H 2.39 -2.17 2.32  C72 1.097
88 H 3.94 -1.96 3.31  C72 1.121
89 H 4.29 -1.31 -1.71  C73 1.086
90 H 5.21 0.16 -1.44  C73 1.064
91 H 4.02 0.10 -2.78  C73 1.113
92 H 2.95 -2.39 -0.36  O70 1.007
93 C 0.99 -2.63 -8.82  C94 1.499, H104 1.081, H105 1.084, H106 1.064
94 C 1.08 -1.42 -7.94  C93 1.499, C95 1.617, N99 1.488, C103 1.490
95 C 0.68 -1.92 -6.46  C94 1.617, C96 1.506, H107 1.061, H108 1.149
96 C 0.86 -0.88 -5.39  C95 1.506, C97 1.492, H109 1.136, H110 1.114
97 C 2.26 -0.38 -5.38  C96 1.492, C98 1.535, H111 1.092, H112 1.103
98 C 2.84 0.04 -6.74  C97 1.535, N99 1.522, C101 1.541, C102 1.550
99 N 2.50 -1.00 -7.79  C94 1.488, C98 1.522, O100 1.461
100 O 2.91 -0.45 -9.08  N99 1.461, H122 0.933
101 C 2.45 1.50 -7.06  C98 1.541, H113 1.098, H114 1.076, H115 1.106
102 C 4.38 0.14 -6.60  C98 1.550, H116 1.122, H117 1.147, H118 1.090
103 C 0.08 -0.36 -8.27  C94 1.490, H119 1.102, H120 1.087, H121 1.124
104 H 1.67 -3.41 -8.49  C93 1.081
105 H 1.29 -2.29 -9.80  C93 1.084
106 H -0.01 -2.94 -8.99  C93 1.064
107 H -0.33 -2.24 -6.50  C95 1.061
108 H 1.28 -2.83 -6.10  C95 1.149
109 H 0.68 -1.48 -4.44  C96 1.136
110 H 0.12 -0.06 -5.53  C96 1.114
111 H 2.89 -1.16 -4.95  C97 1.092
112 H 2.45 0.49 -4.72  C97 1.103
113 H 2.69 1.72 -8.11  C101 1.098
114 H 1.40 1.65 -6.86  C101 1.076
115 H 3.07 2.18 -6.44  C101 1.106
116 H 4.72 0.72 -5.70  C102 1.122
117 H 4.85 -0.88 -6.39  C102 1.147
118 H 4.85 0.52 -7.50  C102 1.090
119 H 0.34 0.16 -9.20  C103 1.102
120 H 0.05 0.32 -7.42  C103 1.087
121 H -0.94 -0.79 -8.46  C103 1.124
122 H 3.64 -1.00 -9.24  O100 0.933
123 C 3.07 -6.84 0.63  C124 1.494, H134 1.074, H135 1.062, H136 1.072
124 C 4.01 -5.76 1.06  C123 1.494, C125 1.545, N129 1.484, C133 1.512
125 C 5.20 -6.38 1.82  C124 1.545, C126 1.555, H137 1.112, H138 1.088
126 C 6.17 -7.19 0.91  C125 1.555, C127 1.565, H139 1.056, H140 1.071
127 C 6.76 -6.19 -0.14  C126 1.565, C128 1.540, H141 1.138, H142 1.097
128 C 5.65 -5.47 -0.93  C127 1.540, N129 1.483, C131 1.577, C132 1.588
129 N 4.62 -4.94 -0.01  C124 1.484, C128 1.483, O130 1.462
130 O 3.58 -4.31 -0.82  N129 1.462, H152 0.975
131 C 6.37 -4.19 -1.50  C128 1.577, H143 1.106, H144 1.061, H145 1.077
132 C 5.09 -6.40 -2.09  C128 1.588, H146 1.100, H147 1.100, H148 1.103
133 C 3.35 -4.79 2.02  C124 1.512, H149 1.119, H150 1.105, H151 1.096
134 H 3.54 -7.59 0.04  C123 1.074
135 H 2.27 -6.45 0.04  C123 1.062
136 H 2.67 -7.29 1.51  C123 1.072
137 H 5.77 -5.56 2.33  C125 1.112
138 H 4.83 -7.00 2.63  C125 1.088
139 H 5.75 -8.10 0.57  C126 1.056
140 H 6.97 -7.56 1.51  C126 1.071
141 H 7.56 -6.63 -0.82  C127 1.138
142 H 7.24 -5.47 0.55  C127 1.097
143 H 7.38 -4.48 -1.84  C131 1.106
144 H 5.81 -3.70 -2.26  C131 1.061
145 H 6.41 -3.48 -0.69  C131 1.077
146 H 4.42 -5.82 -2.74  C132 1.100
147 H 5.88 -6.76 -2.76  C132 1.100
148 H 4.65 -7.36 -1.77  C132 1.103
149 H 3.09 -5.30 2.98  C133 1.119
150 H 2.43 -4.39 1.57  C133 1.105
151 H 3.95 -3.92 2.33  C133 1.096
152 H 3.07 -5.05 -1.21  O130 0.975
153 C -1.77 2.28 -5.46  C154 1.539, H164 1.176, H165 1.088, H166 1.093
154 C -3.11 2.95 -5.11  C153 1.539, C155 1.576, N159 1.429, C163 1.477
155 C -4.31 2.10 -5.69  C154 1.576, C156 1.551, H167 1.080, H168 1.087
156 C -4.53 0.86 -4.79  C155 1.551, C157 1.484, H169 1.108, H170 1.120
157 C -4.72 1.16 -3.35  C156 1.484, C158 1.517, H171 1.111, H172 1.114
158 C -3.56 1.96 -2.79  C157 1.517, N159 1.512, C161 1.528, C162 1.525
159 N -3.37 3.14 -3.72  C154 1.429, C158 1.512, O160 1.432
160 O -2.31 3.98 -3.26  N159 1.432, H182 0.965
161 C -4.00 2.66 -1.51  C158 1.528, H173 1.085, H174 1.108, H175 1.111
162 C -2.35 1.10 -2.44  C158 1.525, H176 1.107, H177 1.091, H178 1.084
163 C -3.18 4.32 -5.65  C154 1.477, H179 1.098, H180 1.135, H181 1.082
164 H -0.90 2.71 -4.79  C153 1.176
165 H -1.50 2.51 -6.49  C153 1.088
166 H -1.82 1.19 -5.39  C153 1.093
167 H -5.13 2.79 -5.53  C155 1.080
168 H -4.19 1.89 -6.75  C155 1.087
169 H -3.61 0.25 -4.96  C156 1.108
170 H -5.38 0.31 -5.27  C156 1.120
171 H -4.69 0.28 -2.68  C157 1.111
172 H -5.67 1.72 -3.24  C157 1.114
173 H -4.01 2.06 -0.60  C161 1.085
174 H -3.15 3.32 -1.24  C161 1.108
175 H -4.88 3.32 -1.68  C161 1.111
176 H -2.56 0.33 -1.67  C162 1.107
177 H -2.06 0.46 -3.28  C162 1.091
178 H -1.43 1.63 -2.22  C162 1.084
179 H -3.22 4.27 -6.75  C163 1.098
180 H -2.25 4.97 -5.52  C163 1.135
181 H -4.03 4.95 -5.46  C163 1.082
182 H -2.70 4.51 -2.55  O160 0.965
183 C -8.10 -4.19 1.00  C184 1.517, H194 1.063, H195 1.131, H196 1.151
184 C -7.44 -2.83 0.87  C183 1.517, C185 1.513, N189 1.528, C193 1.529
185 C -8.28 -1.82 1.62  C184 1.513, C186 1.568, H197 1.108, H198 1.131
186 C -7.65 -0.39 1.54  C185 1.568, C187 1.469, H199 1.112, H200 1.137
187 C -6.40 -0.38 2.32  C186 1.469, C188 1.555, H201 1.116, H202 1.061
188 C -5.45 -1.57 1.99  C187 1.555, N189 1.523, C191 1.629, C192 1.549
189 N -6.19 -2.88 1.75  C184 1.528, C188 1.523, O190 1.458
190 O -5.18 -3.83 1.30  N189 1.458, H212 1.011
191 C -4.64 -1.19 0.63  C188 1.629, H203 1.043, H204 1.104, H205 1.092
192 C -4.42 -1.82 3.12  C188 1.549, H206 1.127, H207 1.054, H208 1.082
193 C -7.24 -2.54 -0.62  C184 1.529, H209 1.071, H210 1.024, H211 1.115
194 H -8.96 -4.03 0.39  C183 1.063
195 H -8.50 -4.44 2.03  C183 1.131
196 H -7.47 -5.09 0.66  C183 1.151
197 H -9.28 -1.77 1.15  C185 1.108
198 H -8.39 -2.12 2.70  C185 1.131
199 H -8.39 0.38 1.85  C186 1.112
200 H -7.60 -0.17 0.42  C186 1.137
201 H -6.71 -0.33 3.39  C187 1.116
202 H -5.88 0.52 2.12  C187 1.061
203 H -5.17 -0.74 -0.15  C191 1.043
204 H -3.83 -0.47 0.86  C191 1.104
205 H -4.12 -2.06 0.23  C191 1.092
206 H -3.96 -0.91 3.59  C192 1.127
207 H -4.86 -2.28 3.96  C192 1.054
208 H -3.64 -2.46 2.75  C192 1.082
209 H -7.12 -3.37 -1.28  C193 1.071
210 H -6.48 -1.88 -0.80  C193 1.024
211 H -8.14 -2.01 -1.01  C193 1.115
212 H -5.29 -4.71 1.79  O190 1.011
213 C -4.79 3.16 3.67  C214 1.521, H224 1.076, H225 1.091, H226 1.124
214 C -3.41 3.45 4.22  C213 1.521, C215 1.555, N219 1.454, C223 1.503
215 C -3.43 4.69 5.17  C214 1.555, C216 1.547, H227 1.105, H228 1.124
216 C -4.14 4.41 6.52  C215 1.547, C217 1.530, H229 1.073, H230 1.089
217 C -3.51 3.20 7.19  C216 1.530, C218 1.548, H231 1.057, H232 1.055
218 C -3.42 1.93 6.31  C217 1.548, N219 1.501, C221 1.537, C222 1.513
219 N -2.79 2.41 5.03  C214 1.454, C218 1.501, O220 1.406
220 O -2.66 1.30 4.19  N219 1.406, H242 0.995
221 C -2.41 0.95 6.93  C218 1.537, H233 1.118, H234 1.060, H235 1.090
222 C -4.75 1.22 6.22  C218 1.513, H236 1.103, H237 1.090, H238 1.092
223 C -2.45 3.73 3.10  C214 1.503, H239 1.071, H240 1.071, H241 1.064
224 H -5.61 3.32 4.35  C213 1.076
225 H -4.86 2.21 3.13  C213 1.091
226 H -5.03 4.05 3.02  C213 1.124
227 H -2.45 5.16 5.35  C215 1.105
228 H -4.03 5.52 4.69  C215 1.124
229 H -5.16 4.12 6.38  C216 1.073
230 H -4.03 5.22 7.24  C216 1.089
231 H -4.07 2.79 7.99  C217 1.057
232 H -2.56 3.42 7.60  C217 1.055
233 H -2.55 -0.05 6.44  C221 1.118
234 H -1.41 1.26 6.76  C221 1.060
235 H -2.62 0.86 7.99  C221 1.090
236 H -4.81 0.50 5.38  C222 1.103
237 H -4.75 0.66 7.15  C222 1.090
238 H -5.57 1.94 6.32  C222 1.092
239 H -2.48 3.05 2.28  C223 1.071
240 H -1.48 3.79 3.57  C223 1.071
241 H -2.52 4.72 2.72  C223 1.064
242 H -1.73 0.97 4.33  O220 0.995
243 C -3.39 -2.87 -3.06  C244 1.497, H254 1.118, H255 1.083, H256 1.114
244 C -2.32 -3.77 -2.54  C243 1.497, C245 1.508, N249 1.448, C253 1.522
245 C -0.95 -3.12 -2.58  C244 1.508, C246 1.512, H257 1.034, H258 1.096
246 C 0.20 -3.79 -1.87  C245 1.512, C247 1.540, H259 1.101, H260 1.057
247 C -0.19 -4.05 -0.40  C246 1.540, C248 1.607, H261 1.080, H262 1.090
248 C -1.66 -4.67 -0.24  C247 1.607, N249 1.473, C251 1.577, C252 1.509
249 N -2.61 -3.99 -1.14  C244 1.448, C248 1.473, O250 1.412
250 O -3.91 -4.51 -1.02  N249 1.412, H272 0.966
251 C -1.60 -6.22 -0.53  C248 1.577, H263 1.156, H264 1.141, H265 1.060
252 C -2.10 -4.53 1.20  C248 1.509, H266 1.084, H267 1.102, H268 1.110
253 C -2.25 -5.02 -3.40  C244 1.522, H269 1.101, H270 1.104, H271 1.052
254 H -2.94 -2.24 -3.87  C243 1.118
255 H -4.24 -3.44 -3.43  C243 1.083
256 H -3.77 -2.15 -2.30  C243 1.114
257 H -0.63 -2.98 -3.55  C245 1.034
258 H -1.04 -2.13 -2.13  C245 1.096
259 H 0.36 -4.72 -2.44  C246 1.101
260 H 1.06 -3.18 -1.96  C246 1.057
261 H -0.25 -3.15 0.18  C247 1.080
262 H 0.52 -4.72 0.09  C247 1.090
263 H -0.94 -6.74 0.27  C251 1.156
264 H -0.89 -6.56 -1.35  C251 1.141
265 H -2.58 -6.64 -0.54  C251 1.060
266 H -1.31 -5.01 1.76  C252 1.084
267 H -3.00 -5.13 1.40  C252 1.102
268 H -2.29 -3.46 1.42  C252 1.110
269 H -3.24 -5.50 -3.30  C253 1.101
270 H -2.17 -4.70 -4.45  C253 1.104
271 H -1.52 -5.68 -3.03  C253 1.052
272 H -4.33 -4.02 -0.30  O250 0.966

strongest force on any atom: 4.12 eV/Å
orbital gap: 8.39 eV
SMILES string: CC1(C)CCCC(C)(C)N1O.CC1(C)CCCC(C)(C)N1O.CC1(C)CCCC(C)(C)N1O.CC1(C)CCCC(C)(C)N1O.CC1(C)CCCC(C)(C)N1O.CC1(C)CCCC(C)(C)N1O.CC1(C)CCCC(C)(C)N1O.CC1(C)CCCC(C)(C)N1O.OCCO.OCCO.CO.CO
E_tot: -124247.6748 eV

Mulliken atomic charge list, values in e, 8 entries: number 1, C, carries -0.188; number 2, C, carries -0.680; number 3, O, carries -0.697; number 4, O, carries 1.218; number 5, H, carries 0.239; number 6, H, carries 0.109; number 7, H, carries 0.302; number 8, H, carries 0.424